DFT (ωB97M-V/def2-TZVPD) results for the molecule C7H13F3OSSi in a non-equilibrium geometry.

Geometry as XYZ:
```
26
Properties=species:S:1:pos:R:3:forces:R:3:lowdin_charge:R:1
C 0.28699 0.38694 -3.92997 -0.9207 -0.9941 -0.8217 -0.57
C 1.49887 -0.08767 -4.55532 2.4441 -1.8065 1.1077 -0.15
C 0.46628 -0.57351 2.62631 2.4045 3.0478 0.8748 -0.16
C -1.17162 -2.95152 -0.35870 0.5775 0.5299 -0.6029 -0.17
C 0.34844 0.28195 1.34532 1.0719 -1.1919 -0.1522 -0.25
C 0.20937 -2.42355 -0.88402 -0.9418 0.2262 0.4126 -0.26
C 2.05387 -0.22189 -0.93958 0.7704 0.5994 -0.3059 -0.58
O -0.88386 0.40088 -1.08800 -0.8032 0.0894 -2.0599 -0.51
F 2.35969 0.98261 -1.53623 -0.3117 0.1009 0.4234 0.04
F 2.43966 -1.11199 -1.87891 0.3811 -0.7780 -0.5418 0.03
F 2.98842 -0.36863 0.06019 -0.6961 0.1033 -0.2718 0.06
Si 0.18194 -0.55731 -0.41752 2.2535 0.1920 2.0261 0.47
S -0.95799 0.64114 -3.15128 0.7336 0.1983 0.8627 1.11
H 1.83949 -1.15491 -4.14601 -1.0994 2.1708 -0.3915 0.13
H 1.56956 -0.26676 -5.66844 -0.4583 1.0985 1.1661 0.10
H 2.30542 0.56490 -4.07524 -0.6407 -0.6860 -1.1876 0.11
H 0.92194 0.06330 3.49850 -1.4415 -0.7828 -1.2784 0.10
H -0.43262 -1.00434 2.87989 -2.1067 -0.8145 0.8802 0.02
H 1.19977 -1.33334 2.63452 0.8350 -1.1328 -0.8007 0.04
H -1.16041 -3.06102 0.71348 0.1041 0.8990 0.7175 0.05
H -2.00634 -2.28431 -0.67782 0.3921 -0.8986 0.2151 0.08
H -1.28560 -3.99201 -0.56148 -0.6422 -0.7355 -1.1717 0.05
H 1.28218 0.90131 1.27126 -0.9002 -0.4051 -0.1308 0.08
H -0.49511 0.95339 1.40884 -0.2338 0.2062 0.0910 0.05
H 0.37734 -2.45002 -1.99761 -0.6781 -0.0880 0.8884 0.07
H 0.99211 -3.09823 -0.48526 -0.0932 0.8524 0.0513 0.08
```
Positions in Å, forces in eV/Å.

The calculation puts the energy above the lowest of the compared OMol25 structures with the same formula, charge and spin at 62.73 kJ/mol. The total charge is 0. The value obtained for the calculated total energy is -1336.968968 Eh. Its highest occupied orbital energy is -0.329 hartree. As for the LUMO energy: -0.0219 Ha.

***

DFT (ωB97M-V/def2-TZVPD) results for a cluster of 4 separate species, C2H13NO3S in total in a non-equilibrium geometry.

Geometry as XYZ:
```
20
Properties=species:S:1:pos:R:3:forces:R:3:lowdin_charge:R:1
C 0.53769 -0.24140 0.52930 -1.0325 -0.3251 0.0359 -0.43
C 2.02352 -0.08256 0.24821 0.1034 1.1181 0.2855 -0.60
S 2.42183 0.92071 -1.24046 -0.5559 -0.4142 0.1465 0.51
N 0.15474 -1.67982 0.49639 0.0917 0.1348 -0.0209 -0.04
H -0.08117 0.32378 -0.16745 0.1531 -0.3499 -0.3361 0.06
H 0.18606 0.19802 1.46794 0.6764 0.0900 0.2096 0.06
H 2.55279 -1.02959 0.21926 -0.0681 -0.1562 -0.0665 0.05
H 2.43347 0.53126 1.05130 0.2406 -0.1859 0.1169 0.03
H 1.35280 0.45116 -1.91606 0.3335 0.0733 -0.2076 -0.16
H -0.81432 -1.77039 0.81102 0.3002 0.0448 -0.0833 0.07
H 0.73852 -2.14834 1.18881 -0.2813 -0.0644 -0.1366 0.07
H -3.10231 1.12345 1.04916 0.0244 0.1694 -0.1782 0.00
H -4.45942 0.71818 0.40502 0.0933 0.2840 0.0024 0.01
O -3.64975 0.37116 0.78671 0.0581 -0.4412 0.1502 -0.15
H 0.32213 -1.88567 -1.38738 -0.0403 0.0178 0.1180 -0.01
H 0.10004 -2.44058 -2.80764 -0.2674 -0.5810 -0.3326 0.01
O 0.40969 -1.67697 -2.34111 0.2697 0.4983 0.2199 -0.11
H -0.14879 2.61792 -0.21753 -0.0268 0.2099 0.3757 -0.02
H -0.26130 3.10319 1.24641 0.5636 0.5675 0.5547 -0.06
O -0.71624 2.59650 0.57810 -0.6356 -0.6901 -0.8536 -0.26
```
Positions in Å, forces in eV/Å.

The calculation puts the energy above the lowest of the compared OMol25 structures with the same formula, charge and spin at 4.84 kJ/mol. As for the multiplicity: 2. The total charge is -1. The value obtained for the calculated total energy is -762.608436 Eh. Its highest occupied orbital energy (spin up / spin down) is 0.033 / -0.209 hartree. As for the expectation value of S²: 0.75. As for the LUMO energy (spin up / spin down): 0.1207 / 0.1196 Ha.

***

DFT (ωB97M-V/def2-TZVPD) results for a structure of composition C20H50NO2P2Si4TbTe in a non-equilibrium geometry.

Geometry as XYZ:
```
81
Properties=species:S:1:pos:R:3:forces:R:3:lowdin_charge:R:1
Tb 0.10848 0.00451 0.51614 -0.6651 0.5520 1.6259 0.95
P 2.16117 1.46251 -0.58879 1.3223 1.3192 -0.9059 0.77
C 2.92565 0.21489 -1.69905 -0.1336 -0.6260 0.1504 -0.28
C 2.25430 -1.14738 -1.85359 -0.1579 -0.4582 0.3028 -0.30
N 1.18703 -1.51287 -1.08746 0.5823 -0.5723 -0.2554 -0.03
C 0.77985 -2.81319 -1.10718 0.1360 0.0401 -0.4907 -0.31
C 1.42620 -3.75674 -1.89272 0.2431 -0.1576 -0.0380 -0.01
C 2.48299 -3.38523 -2.72088 -0.2452 0.4064 0.1034 0.01
C 2.86383 -2.04440 -2.72842 0.0479 -0.2358 0.0227 -0.01
C -0.38325 -3.29373 -0.25268 0.2426 -0.1437 0.0455 -0.31
P -1.69680 -2.05196 0.10506 -0.7779 -1.5951 -0.6327 0.72
H 3.67281 -1.69487 -3.37066 -0.1663 -0.1316 0.2383 0.13
H 1.11409 -4.79441 -1.82252 0.0186 0.1500 -0.1269 0.13
H 2.99924 -4.12223 -3.33776 -0.1872 0.2444 0.1519 0.13
H -0.86716 -4.14622 -0.74905 0.2498 0.0902 0.1279 0.10
H 0.00832 -3.67123 0.70487 -0.0575 0.0723 -0.1473 0.11
H 2.99057 0.62608 -2.70770 0.5543 0.1315 0.1179 0.10
H 3.91962 0.03187 -1.23145 -0.4188 0.0787 -0.8167 0.11
H -1.09271 1.08252 -4.91897 -0.3086 0.2982 0.4466 0.01
O -0.95625 0.72666 -5.79127 0.6574 -0.2916 -0.1757 -0.04
H 0.00629 0.61395 -5.82813 -0.3476 -0.0045 -0.2759 0.04
H -3.28037 2.16903 1.49257 0.3493 -0.5682 0.2309 -0.12
O -1.37800 1.28670 -0.16964 -0.7118 0.5220 -0.8413 -0.64
H -1.96122 1.64125 -0.86606 0.3863 -0.1260 0.4510 0.02
C -2.65534 -2.18512 -1.44733 -0.0397 0.3169 -0.0522 -0.24
H -3.06184 -3.20085 -1.55198 0.1115 0.2937 0.0227 0.06
H -3.47805 -1.45952 -1.41210 0.1461 -0.2084 -0.1818 0.06
H -2.00928 -1.96582 -2.30472 -0.1958 0.0513 0.0856 0.05
C -2.77593 -3.02885 1.21381 -0.0687 -0.0568 0.2194 -0.27
H -3.61464 -2.39598 1.53921 0.2401 -0.2460 0.0052 0.03
H -3.18876 -3.89742 0.67561 0.2059 0.2737 0.2172 0.06
H -2.21233 -3.38142 2.09093 -0.2732 0.1613 -0.1894 0.06
C 3.63734 2.11482 0.27433 0.0402 -0.1102 0.2994 -0.25
H 4.20696 2.81523 -0.35265 -0.1370 -0.3122 0.1637 0.07
H 3.30541 2.62857 1.17971 0.1497 0.0628 -0.0734 0.02
H 4.26995 1.27091 0.57739 -0.0395 0.2785 0.0072 0.05
C 1.81355 2.85583 -1.73824 -0.4041 0.0573 0.0065 -0.25
H 1.24391 3.61381 -1.17891 0.1967 -0.1347 -0.2983 0.05
H 2.73393 3.30823 -2.14204 -0.2839 -0.2670 0.2333 0.06
H 1.19744 2.50687 -2.57838 0.0637 0.1324 0.2525 0.05
C -3.39867 -0.11087 5.87137 0.1009 0.0355 0.0656 -0.22
Si -1.73534 0.77513 5.98036 -0.2199 -0.3871 0.3309 0.32
C -1.65194 1.76829 7.57479 0.0272 -0.0387 -0.0416 -0.19
C -0.36720 -0.52156 5.95585 -0.0391 -0.0497 0.0708 -0.21
Si -1.49677 2.20452 4.14572 -0.2955 0.0102 0.3996 0.21
Te -2.63759 0.81706 2.27608 0.2823 0.7165 -0.1008 0.97
Si -3.12303 3.87084 4.15562 -0.6093 0.5110 -0.0355 0.31
C -3.09544 4.83278 5.76917 -0.0219 0.0121 -0.0155 -0.19
C -2.76926 5.03325 2.71064 -0.1159 0.0036 0.1119 -0.21
C -4.85120 3.11127 3.93858 0.2239 0.0386 0.1214 -0.22
Si 0.66619 3.10901 4.12945 0.4282 0.3100 -0.2289 0.36
C 0.75267 4.23548 5.64466 -0.1107 -0.1202 -0.0881 -0.18
C 2.00225 1.78783 4.25785 0.0127 -0.0133 0.0313 -0.21
C 0.94915 4.10836 2.55660 0.0950 0.0376 -0.0180 -0.21
H -3.40273 -0.89935 6.64051 -0.1202 0.1887 -0.2211 0.05
H -3.56342 -0.58510 4.89370 0.0020 0.0244 0.2578 -0.01
H -4.23961 0.56842 6.06740 0.1907 -0.1836 -0.0420 0.03
H -1.80092 1.06113 8.40426 0.0509 0.1892 -0.1224 0.05
H -0.68021 2.25613 7.71757 -0.1934 -0.1255 0.0077 0.02
H -2.43243 2.53519 7.64146 0.1576 -0.2030 -0.0131 0.02
H -0.20951 -0.94238 4.95326 -0.0169 0.0319 0.1769 0.02
H 0.59008 -0.12196 6.31522 -0.2342 -0.1280 -0.0711 0.02
H -0.66818 -1.34366 6.62321 0.1756 0.1650 -0.1604 0.05
H -2.12397 5.29532 5.97877 -0.2187 -0.0711 -0.0449 0.02
H -3.84046 5.63762 5.67792 0.1757 -0.1489 0.0848 0.05
H -3.37179 4.21487 6.63208 0.0134 0.1511 -0.2069 0.02
H -2.56500 4.49923 1.77392 -0.0334 0.1237 0.1175 0.02
H -3.66044 5.66260 2.55845 0.3000 -0.0986 -0.0275 0.05
H -1.91507 5.69034 2.92657 -0.2316 -0.1411 -0.0655 0.03
H -4.95075 2.49947 3.03008 -0.1321 0.2727 0.2512 -0.02
H -5.12651 2.48566 4.79996 0.0535 0.1697 -0.2171 0.03
H -5.56968 3.94530 3.88182 0.1471 -0.3042 -0.0351 0.05
H 0.60528 3.69117 6.58640 0.0727 0.1115 -0.2318 0.03
H 1.75647 4.68640 5.66796 -0.2261 -0.0995 0.0044 0.05
H 0.01729 5.04940 5.61034 0.2109 -0.1781 -0.0530 0.02
H 1.95987 1.06718 3.42957 0.0367 0.0594 0.0701 0.01
H 2.98868 2.27471 4.22732 -0.2079 -0.1298 0.0011 0.05
H 1.93772 1.21890 5.19306 0.0277 0.1345 -0.2145 0.02
H 0.75499 3.52235 1.64599 0.0082 0.0748 0.1444 0.01
H 0.30862 4.99953 2.51806 0.1560 -0.2231 -0.0030 0.03
H 1.99761 4.44323 2.52873 -0.2465 -0.0149 -0.0162 0.04
```
Positions in Å, forces in eV/Å.

The calculation puts the energy above the lowest of the compared OMol25 structures with the same formula, charge and spin at 116.51 kJ/mol. As for the multiplicity: 7. The total charge is +2. The value obtained for the calculated total energy is -3930.004174 Eh. Its highest occupied orbital energy (spin up / spin down) is -0.498 / -0.445 hartree. As for the expectation value of S²: 12.78. As for the LUMO energy (spin up / spin down): -0.2132 / -0.2916 Ha.

***

- Among the records above, which one has the lowest total charge?
  C2H13NO3S